1.
33
Properties=species:S:1:pos:R:3:nbo_charge:R:1 method="wB97M-V/def2-TZVPD" relative_energy_kj_mol=1905.63 multiplicity=1 total_charge=0 homo_lumo_gap_ev=1.40
Ca -17.5013 -6.2225 14.2220 1.4398
Ca -19.0412 -13.1709 6.6155 1.5043
N -19.6831 -10.7282 16.9417 0.7130
O -19.4562 -10.3402 18.1213 -0.4942
O -19.8035 -11.8926 16.7218 -0.4189
O -19.7040 -9.8612 16.0511 -0.5438
N -13.2370 -12.1912 7.3488 0.7292
O -12.3552 -11.4378 7.2436 -0.4146
O -14.2600 -11.8177 6.8974 -0.4776
O -13.0915 -13.2913 7.8788 -0.5055
N -16.8045 -11.0756 1.8092 0.7136
O -17.7698 -11.1791 2.5738 -0.5006
O -15.9507 -11.9232 1.6993 -0.4377
O -16.8987 -10.1894 0.9875 -0.4114
N -19.1946 -7.5852 8.7785 0.7266
O -19.1987 -7.5954 9.9772 -0.5607
O -19.4496 -6.5456 8.2085 -0.5119
O -19.1113 -8.5858 8.0890 -0.5503
O -19.6484 -1.5059 8.7165 -0.9433
H -20.5038 -1.0894 8.6113 0.4677
H -19.7621 -2.3832 8.3508 0.4756
O -21.9201 -4.7113 3.8006 -0.9383
H -21.7628 -5.0506 4.6818 0.4699
H -21.9202 -5.4879 3.2410 0.4684
O -17.8417 -12.9269 10.8894 -0.9630
H -18.4397 -12.6777 11.5941 0.4791
H -16.9895 -13.0124 11.3168 0.4843
O -15.6110 -6.9779 4.5129 -0.9358
H -16.1474 -6.5259 5.1642 0.4650
H -15.3770 -7.8076 4.9288 0.4708
O -24.1933 -7.9822 11.0619 -0.9338
H -23.3473 -8.3706 10.8388 0.4691
H -23.9888 -7.3306 11.7325 0.4647

***

2.
6
Properties=species:S:1:pos:R:3:nbo_charge:R:1 method="wB97M-V/def2-TZVPD" multiplicity=1 total_charge=-1 homo_lumo_gap_ev=5.73
P -0.1692 1.1769 0.5905 1.4732
F -0.5611 2.1106 -0.8017 -0.6698
O -0.9520 -0.2050 0.3663 -1.2931
O 1.3088 0.7187 0.1933 -1.3634
Ca 0.8155 -1.2198 -0.3762 1.6150
H -0.4420 -2.5813 0.0279 -0.7619

***

3.
7
Properties=species:S:1:pos:R:3:mulliken_spin:R:1 method="wB97M-V/def2-TZVPD" multiplicity=2 total_charge=+3 homo_lumo_gap_ev="6.41 / 7.20"
H -0.1519 -1.6533 -0.1355 0.0005
P -0.6573 0.2854 -0.0142 0.0001
F -1.0118 1.1117 1.2459 -0.0001
F -0.8925 1.1789 -1.2510 -0.0001
O -1.2600 -1.1184 -0.1732 -0.0043
O 0.8049 -0.2443 0.0515 -0.0152
Ce 3.1686 0.4401 0.2766 1.0190

***

4.
4
Properties=species:S:1:pos:R:3:nbo_charge:R:1 method="wB97M-V/def2-TZVPD" relative_energy_kj_mol=148.96 multiplicity=1 total_charge=0 homo_lumo_gap_ev=8.81
N 0.9621 0.3865 0.4881 -0.2064
F 0.5989 1.4994 -0.3500 -0.2755
Cl -1.7801 -0.9986 -0.0418 -0.1524
Cl 0.2191 -0.8873 -0.0963 0.6343

***

5.
8
Properties=species:S:1:pos:R:3:nbo_charge:R:1 method="wB97M-V/def2-TZVPD" relative_energy_kj_mol=121.66 multiplicity=1 total_charge=0 homo_lumo_gap_ev=9.95
N -0.6903 1.1030 -0.2426 -0.5844
O -1.1880 -0.2243 -0.4125 -0.6013
P -2.9329 -0.1817 0.4106 1.8513
O -2.7950 -0.2256 1.8609 -1.0124
Cl -3.6709 -1.7214 -0.4541 -0.1864
Cl -3.8319 1.3493 -0.3419 -0.1852
H 0.2742 1.3121 0.1520 0.3746
H -0.7429 1.4734 -1.2802 0.3437

***

6.
6
Properties=species:S:1:pos:R:3:nbo_charge:R:1 method="wB97M-V/def2-TZVPD" relative_energy_kj_mol=180.60 multiplicity=1 total_charge=0 homo_lumo_gap_ev="6.76 / 6.76"
N 0.4302 -0.3011 -0.0795 -1.1517
P 1.9153 -0.9423 -0.2323 1.2169
Cl 0.8084 -2.1299 -2.9345 -0.7194
Cl 1.7389 -2.3374 1.1163 -0.2244
H -0.0171 0.5664 -0.3978 0.4509
H -0.2280 -0.9263 0.4562 0.4277

***

7.
8
Properties=species:S:1:pos:R:3:nbo_charge:R:1 method="wB97M-V/def2-TZVPD" relative_energy_kj_mol=199.62 multiplicity=1 total_charge=0 homo_lumo_gap_ev=8.96
N 0.7058 0.1507 -1.6110 -1.1088
P -0.4217 0.0326 -0.1014 1.5299
N 0.5681 -0.0652 1.2367 -1.1891
Cl -1.6767 1.3950 0.2218 -0.1794
Cl -1.4738 -1.6301 -0.0056 -0.2265
H 0.1553 -0.1878 -2.3215 0.3160
H 0.7877 0.9414 1.6654 0.4294
H 1.3554 -0.6364 0.9156 0.4286

***

8.
5
Properties=species:S:1:pos:R:3:nbo_charge:R:1 method="wB97M-V/def2-TZVPD" relative_energy_kj_mol=175.71 multiplicity=1 total_charge=0 homo_lumo_gap_ev=8.13
Si 0.9762 -0.9989 0.9843 0.7523
Cl 0.8859 0.8805 0.3718 -0.4257
Cl -1.9004 0.9665 -1.0411 -0.2936
I 3.0041 -1.8934 -0.1559 -0.3281
H -2.9659 1.0453 -0.1591 0.2951

***

9.
5
Properties=species:S:1:pos:R:3:mulliken_spin:R:1 method="wB97M-V/def2-TZVPD" relative_energy_kj_mol=0.00 multiplicity=3 total_charge=0 homo_lumo_gap_ev="7.09 / 6.73"
Si -2.2118 -1.4380 -0.7583 1.4825
Cl -0.9483 -2.6789 0.1423 0.1569
Cl 2.7080 1.1441 -0.0638 0.0021
I -1.6127 0.9194 0.0992 0.3589
H 2.0648 2.0534 0.5805 -0.0003

***

10.
7
Properties=species:S:1:pos:R:3:nbo_charge:R:1 method="wB97M-V/def2-TZVPD" relative_energy_kj_mol=160.60 multiplicity=1 total_charge=0 homo_lumo_gap_ev=10.30
N -0.1242 -0.8490 0.8804 -0.8789
O -0.9885 1.6315 0.9268 -0.7940
O -1.2262 0.0811 -1.1209 -0.8424
S -0.7869 0.3710 0.2136 2.2435
Cl -0.0628 -2.2532 -0.1106 0.1698
Cl 1.4447 1.1479 -0.6025 -0.2215
H 1.7440 -0.1294 -0.1869 0.3236

***

11.
5
Properties=species:S:1:pos:R:3:nbo_charge:R:1 method="wB97M-V/def2-TZVPD" relative_energy_kj_mol=132.63 multiplicity=1 total_charge=0 homo_lumo_gap_ev="8.33 / 8.33"
N -0.0916 0.1281 -0.8972 -0.8897
S -1.9100 0.0048 -0.8126 0.8655
Cl -2.6351 1.5023 0.3453 -0.1142
Cl -2.4648 -1.7211 0.2639 -0.2103
H 0.2068 0.8403 -0.1286 0.3487

***

12.
6
Properties=species:S:1:pos:R:3:nbo_charge:R:1 method="wB97M-V/def2-TZVPD" relative_energy_kj_mol=330.64 multiplicity=1 total_charge=0 homo_lumo_gap_ev=8.60
Cl -1.8060 1.9182 2.6293 0.2259
O -1.5128 0.7864 1.4960 -0.7993
P 0.2125 1.0299 0.4075 1.1797
O 1.2850 0.2641 1.3537 -0.8252
Cl 2.3159 0.7771 2.6085 0.3019
H 0.1068 -0.1242 -0.2633 -0.0830

***

13.
7
Properties=species:S:1:pos:R:3:nbo_charge:R:1 method="wB97M-V/def2-TZVPD" relative_energy_kj_mol=1.01 multiplicity=1 total_charge=0 homo_lumo_gap_ev=9.13
O 0.6906 -0.5904 -1.2387 -1.0106
P -0.4801 -0.7607 -0.1436 1.6282
O -1.3293 0.5515 -0.5542 -0.8327
Cl -2.8941 0.9287 -0.0094 0.2918
O 0.4997 0.1320 1.3278 -0.8283
Cl 2.0488 -0.3545 1.5610 0.2114
H 1.4644 0.0933 -0.9429 0.5402

***

14.
6
Properties=species:S:1:pos:R:3:nbo_charge:R:1 method="wB97M-V/def2-TZVPD" relative_energy_kj_mol=108.48 multiplicity=1 total_charge=0 homo_lumo_gap_ev=7.50
P 1.8674 -0.2074 -0.0698 0.8318
S 1.4255 0.7566 -1.6964 -0.3132
S 1.5383 -2.0278 0.4077 -0.3122
Cl -3.2631 0.5105 0.4406 -0.2514
Cl 1.6345 0.8162 1.6516 -0.2064
H -3.2026 0.1518 -0.7337 0.2514

***

15.
3
Properties=species:S:1:pos:R:3:nbo_charge:R:1 method="wB97M-V/def2-TZVPD" relative_energy_kj_mol=33.10 multiplicity=1 total_charge=0 homo_lumo_gap_ev="7.02 / 7.02"
O 0.2298 -0.4947 -0.0023 -0.3905
Cl -1.9331 0.4009 -0.0015 -0.0196
Cl 1.4254 0.6004 -0.0015 0.4101

***

16.
4
Properties=species:S:1:pos:R:3:nbo_charge:R:1 method="wB97M-V/def2-TZVPD" relative_energy_kj_mol=44.88 multiplicity=1 total_charge=0 homo_lumo_gap_ev=8.81
O 0.9293 -0.3884 0.5830 -0.5921
O -1.5965 0.1078 -0.6220 -0.6693
Cl 2.1834 0.2143 -0.3889 0.2529
Cl -0.6187 0.5017 0.4620 1.0085

***

17.
4
Properties=species:S:1:pos:R:3:nbo_charge:R:1 method="wB97M-V/def2-TZVPD" relative_energy_kj_mol=283.34 multiplicity=1 total_charge=0 homo_lumo_gap_ev="5.99 / 5.98"
S 1.5811 0.2001 -0.9914 0.1288
S -1.5358 0.3912 -0.9148 0.0489
Cl 1.7391 -0.4777 0.7962 -0.0509
Cl -1.7844 -0.1136 1.1099 -0.1268

***

18.
9
Properties=species:S:1:pos:R:3:nbo_charge:R:1 method="wB97M-V/def2-TZVPD" relative_energy_kj_mol=75.99 multiplicity=1 total_charge=0 homo_lumo_gap_ev=8.86
F 2.6150 -0.4958 -1.5408 -0.5216
P 1.3552 -0.1997 -0.3780 1.8925
Cl 2.0560 -1.3026 1.1464 -0.1817
Cl 1.7289 1.6787 0.1120 -0.1802
N -0.1521 -0.3644 -0.6842 -1.4342
P -1.5596 0.1643 0.1151 1.6456
F -1.1807 -0.5115 1.5223 -0.5685
S -1.9731 2.0982 0.1736 -0.4845
Cl -2.8896 -1.0673 -0.4665 -0.1675

***

19.
6
Properties=species:S:1:pos:R:3:nbo_charge:R:1 method="wB97M-V/def2-TZVPD" multiplicity=1 total_charge=0 homo_lumo_gap_ev=2.06
Mg 0.4886 0.0335 -1.1473 1.3901
Mg -1.6558 -0.0232 3.5452 1.4270
F 0.4843 1.9900 1.9745 -0.7934
Cl -1.4861 -2.9269 0.9465 -0.6351
Cl 3.9928 -1.2844 -1.7073 -0.6923
Cl -1.8237 2.2110 -3.6118 -0.6963

***

20.
8
Properties=species:S:1:pos:R:3:nbo_charge:R:1 method="wB97M-V/def2-TZVPD" relative_energy_kj_mol=233.23 multiplicity=1 total_charge=0 homo_lumo_gap_ev=8.32
Si 0.7763 -0.9158 0.1256 0.6706
Si -0.3351 1.1667 -0.1067 0.9526
Cl -0.1767 -1.9814 1.5224 -0.2844
Cl -1.1150 2.0914 1.4505 -0.3208
Cl -2.3309 -0.8353 -0.9711 -0.6373
H 2.1891 -0.4750 0.4303 -0.1550
H 1.0585 -1.3403 -1.3259 -0.0944
H -0.0662 2.2897 -1.1251 -0.1313